Here is C28H77AlN8O10 as an isolated structure at a distorted geometry from the Open Molecules 2025 dataset. Energies are from wB97M-V/def2-TZVPD.

Structure (XYZ):
```
124
Properties=species:S:1:pos:R:3:forces:R:3
Al -2.32422 -1.96288 2.63075 2.15 0.19 -0.46
N 0.51552 -0.05576 0.29287 -2.57 -0.95 0.32
O 0.29912 -0.60253 -0.75903 -0.41 -1.90 -2.88
O -0.11810 -0.43141 1.29919 0.26 0.23 1.30
O 1.24115 0.90051 0.27437 2.49 2.97 1.33
C -3.20739 3.53247 -6.09470 0.72 1.08 0.14
C -3.03732 2.03179 -5.94374 -1.05 3.27 -2.53
C -2.41470 1.68531 -4.61726 2.79 -1.58 1.26
O -0.96254 2.03715 -4.67276 -2.39 -0.36 -0.23
C -0.22789 1.66316 -3.50209 -0.23 -0.43 0.48
N -4.36020 1.48094 -6.10537 2.02 -0.79 3.68
H -3.54093 3.83108 -7.08852 0.22 -0.10 -0.03
H -2.27182 4.03230 -5.84374 0.22 -0.13 -0.48
H -3.87919 4.00980 -5.38129 -0.48 -0.51 0.22
H -2.42250 1.69758 -6.77944 0.48 -0.57 0.11
H -2.48386 0.60517 -4.48835 0.18 -0.38 0.17
H -2.93541 2.10828 -3.75816 0.01 0.62 -0.14
H -0.47633 0.68534 -3.08949 -0.42 -0.29 -0.29
H -0.39418 2.35708 -2.67813 0.09 0.35 -0.10
H 0.83304 1.57280 -3.73526 -0.13 0.47 -0.35
H -4.33165 0.56797 -5.67436 -0.63 -1.56 -1.13
H -4.99338 1.99420 -5.50892 -1.42 0.91 -0.89
C 2.83701 4.92461 2.71749 -0.72 0.79 1.27
C 1.60663 4.10585 2.34286 1.76 1.03 1.75
C 1.08177 4.36869 0.97808 -1.34 0.22 -2.03
O 1.06357 5.74948 0.73676 -0.36 -0.34 0.10
C 0.27279 6.05675 -0.41879 0.53 0.03 -0.15
N 2.04382 2.74984 2.40109 -0.71 0.60 -2.29
H 2.60423 5.98533 2.81140 0.08 -0.01 -0.54
H 3.70447 4.74854 2.08141 -0.16 0.02 -0.06
H 3.05136 4.65500 3.75163 0.47 -0.21 -0.02
H 0.75449 4.33683 2.98210 0.11 -0.20 0.55
H 0.07257 3.95771 0.95149 -0.44 -0.05 -0.09
H 1.59746 3.82028 0.18978 0.52 0.04 -0.19
H -0.78620 5.82142 -0.31258 -0.10 0.02 0.44
H 0.63707 5.47474 -1.26533 0.14 0.04 -0.21
H 0.40279 7.11891 -0.62623 -0.03 -0.15 0.10
H 1.65729 2.21158 1.63889 -2.04 -1.82 0.17
H 2.96573 2.68133 1.99430 2.72 -0.50 1.14
C 5.79194 3.62251 -0.55894 -1.46 -0.57 0.85
C 4.36870 3.00172 -0.35734 2.04 0.36 -1.64
C 3.87760 2.47648 -1.73547 -0.89 0.03 0.68
O 3.98549 3.39280 -2.80869 0.64 -1.92 0.64
C 2.97592 4.32475 -2.95480 0.60 1.78 -0.09
N 4.41416 1.92213 0.64556 -1.27 1.11 -0.22
H 6.44859 2.85327 -0.96536 0.15 0.27 -0.17
H 6.12355 3.91242 0.43809 0.39 0.22 -0.12
H 5.68022 4.49867 -1.19767 0.41 -0.19 -0.02
H 3.72903 3.84580 -0.09955 -0.28 -0.16 0.49
H 2.84073 2.18337 -1.57082 -0.62 0.10 -0.22
H 4.33596 1.51518 -1.96767 0.70 0.30 -0.33
H 1.95700 4.01341 -2.72464 -0.05 -0.46 -0.26
H 3.12567 4.74241 -3.95041 -0.66 -0.37 -0.28
H 3.20483 5.20372 -2.35223 -0.23 0.19 0.63
H 3.82893 1.15425 0.34896 0.04 -0.36 0.07
H 5.35246 1.61671 0.86103 0.04 -0.01 0.02
C 2.23279 -4.60794 2.67063 0.33 0.81 0.33
C 1.07353 -3.70161 3.15137 0.29 -0.58 -0.08
C 1.47636 -2.26366 3.56492 -1.12 -0.65 -0.27
O 0.28492 -1.51042 3.92708 0.33 -1.06 -0.45
C 0.63664 -0.20628 4.28408 -0.17 1.00 0.42
N 0.07911 -3.74217 2.05406 -0.52 0.38 0.90
H 1.80011 -5.53103 2.28493 0.22 -0.09 0.13
H 2.91612 -4.82299 3.49216 -0.05 -0.16 0.02
H 2.80991 -4.13322 1.87710 -0.10 -0.01 -0.10
H 0.65106 -4.26261 3.98498 -0.30 0.46 0.24
H 1.99546 -1.79970 2.72625 -0.17 0.32 -0.22
H 2.15747 -2.23678 4.41548 0.02 -0.39 0.09
H 1.40756 0.17786 3.61609 -0.06 0.20 -0.14
H 0.98531 -0.09435 5.31072 0.37 -0.54 0.20
H -0.24459 0.43490 4.26294 -0.08 -0.13 -0.48
H -0.15656 -4.71220 1.90037 -0.67 -0.41 0.52
H 0.53803 -3.56757 1.17145 0.39 1.21 -0.76
C -4.62950 0.70826 6.27365 -1.17 2.32 -0.34
C -3.86894 0.32505 5.01489 -0.71 -1.52 -0.44
C -2.94980 1.35393 4.41530 0.31 1.07 -0.83
O -2.47473 1.02563 3.05453 0.21 0.88 0.52
C -1.71624 2.14908 2.45995 0.08 -0.75 0.21
N -3.07511 -0.84940 5.34144 0.91 -0.48 -0.68
H -5.64691 0.32289 6.34039 0.32 -0.82 -0.05
H -4.88843 1.76118 6.16216 0.10 0.43 0.10
H -4.15375 0.67719 7.25385 0.45 -0.51 -0.28
H -4.55654 -0.05598 4.25984 -0.40 0.62 -0.19
H -2.11580 1.50752 5.10011 0.48 -0.13 -0.04
H -3.42776 2.33237 4.36708 -0.32 -0.05 -0.11
H -0.72038 2.23931 2.89376 -0.06 -0.14 0.58
H -2.20931 3.11887 2.52696 -0.46 -0.20 0.34
H -1.48441 1.98871 1.40703 -0.59 -0.64 0.00
H -2.47369 -0.46396 6.05546 0.94 -0.75 0.24
H -3.64664 -1.54121 5.80497 -0.14 -0.28 0.02
C -2.23568 -2.36881 -2.65099 -0.93 0.37 -2.13
C -2.77725 -2.38401 -1.26193 -0.78 -0.18 0.67
C -3.98425 -3.34505 -0.99309 0.36 0.76 -0.21
O -4.55671 -3.08324 0.30025 0.89 -0.07 -1.07
C -5.59572 -3.97540 0.59754 -1.22 -0.32 1.70
N -1.68635 -2.72904 -0.40596 0.14 -0.65 1.58
H -2.93957 -1.82514 -3.28111 -0.42 -0.26 -0.37
H -2.07294 -3.34595 -3.10577 -0.11 -0.18 0.19
H -1.33014 -1.79422 -2.84580 0.31 -0.02 0.85
H -3.06493 -1.37251 -0.97517 -0.34 0.13 -0.11
H -3.68082 -4.38872 -1.07535 0.39 -0.21 0.24
H -4.74076 -3.25104 -1.77215 -0.21 0.40 -0.05
H -5.91898 -3.74245 1.61210 0.07 0.24 0.14
H -5.34999 -5.03398 0.68207 0.62 -0.08 -0.58
H -6.52362 -3.88387 0.03299 0.31 0.26 -0.71
H -0.85774 -2.27348 -0.76089 0.39 0.49 0.60
H -1.52961 -3.72204 -0.50327 0.13 -0.41 0.29
C 1.75355 -3.36811 -3.03651 -1.24 -1.52 -0.63
C 1.49528 -4.17384 -1.76699 1.74 -0.29 -1.25
C 2.36800 -5.46247 -1.78070 -1.65 -0.56 -0.27
O 1.81042 -6.41892 -2.74839 0.64 2.47 0.54
C 2.65189 -7.53790 -2.90670 -0.28 -0.28 0.60
N 1.82011 -3.26372 -0.70917 -0.30 0.58 2.30
H 2.80439 -3.10250 -3.15173 -0.09 0.03 0.10
H 1.10164 -2.49477 -3.01736 0.16 0.20 -0.28
H 1.44320 -4.04876 -3.82928 0.19 0.43 -0.66
H 0.44897 -4.45232 -1.64130 -0.08 -0.14 -0.30
H 2.32669 -5.92668 -0.79536 0.06 -0.12 0.28
H 3.41066 -5.21113 -1.97512 0.12 -0.03 -0.37
H 2.32044 -8.10104 -3.77913 0.00 0.05 0.15
H 2.50924 -8.10670 -1.98789 0.40 -0.66 -0.11
H 3.70433 -7.27340 -3.00933 0.06 0.10 -0.12
H 2.77945 -2.94855 -0.68834 0.57 -0.64 -0.16
H 1.37667 -2.39674 -0.97717 -0.40 0.31 0.31
```
Forces are in eV/Å.

Calculated values
Total charge: +3
HOMO (alpha / beta) (Ha): -0.5413 / -0.5414
2S+1: 2
Expectation value of S²: 1.774
HOMO-LUMO gap (alpha / beta) (eV): 3.477 / 2.364

Here is C28H77CuN7O11S as an isolated structure at a distorted geometry from the Open Molecules 2025 dataset. Energies are from wB97M-V/def2-TZVPD.

Structure (XYZ):
```
125
Properties=species:S:1:pos:R:3:forces:R:3
Cu -0.21030 -0.05586 0.39899 0.38 -0.22 0.10
S 1.45213 2.26960 -0.32733 0.53 0.50 0.58
O 1.66949 3.32691 -1.31226 -0.24 -0.23 -0.04
O 0.08484 2.36301 0.29324 -0.30 0.00 -0.16
O 1.46746 0.91372 -0.99603 -0.15 -0.21 -0.05
O 2.47108 2.27719 0.73959 -0.23 -0.07 -0.28
C -3.65463 2.53811 -0.29195 -0.32 0.18 -0.42
C -3.32310 1.66534 -1.50619 0.28 0.17 0.62
C -3.38862 2.47741 -2.78486 0.05 0.04 0.13
O -2.93778 1.67317 -3.85317 -0.09 -0.12 0.20
C -2.92600 2.34890 -5.07478 -0.17 0.20 -0.23
N -1.99070 1.06557 -1.30932 -0.02 0.52 -0.61
H -3.54785 1.95791 0.62330 0.05 0.08 0.07
H -4.67900 2.92542 -0.36291 0.03 -0.17 0.08
H -3.00486 3.41620 -0.24117 0.20 -0.19 0.05
H -4.08541 0.87666 -1.55365 0.16 -0.10 -0.17
H -2.71941 3.34673 -2.68463 -0.14 0.04 -0.03
H -4.42101 2.82132 -2.96059 0.09 0.06 -0.06
H -2.30153 1.77641 -5.75755 -0.05 0.02 -0.10
H -2.51667 3.36344 -4.97941 0.10 -0.08 0.03
H -3.94340 2.44106 -5.48293 0.06 -0.03 -0.04
H -1.35048 1.79421 -0.95729 -0.12 -0.17 0.26
H -1.61353 0.87767 -2.24220 -0.05 -0.45 0.22
C 5.37999 -2.14353 0.01109 -0.43 -0.10 0.24
C 4.50353 -0.90890 -0.19450 0.51 -0.22 -0.03
C 4.80632 -0.20020 -1.51058 0.28 -0.17 0.23
O 6.19491 0.08087 -1.58960 0.17 0.14 0.01
C 6.46860 1.06097 -2.55971 -0.05 0.45 0.20
N 3.08486 -1.24213 -0.10194 0.06 0.48 -0.45
H 6.42769 -1.86406 0.10228 0.05 -0.10 -0.18
H 5.23969 -2.88188 -0.78730 0.14 0.16 -0.13
H 5.06737 -2.64683 0.93280 0.06 0.10 0.01
H 4.77071 -0.19854 0.59705 -0.29 0.01 0.03
H 4.24448 0.73907 -1.53966 -0.20 -0.13 -0.17
H 4.53516 -0.86002 -2.35314 -0.21 0.17 -0.02
H 7.50269 1.39011 -2.44624 0.07 -0.28 -0.08
H 5.85235 1.95720 -2.39619 -0.09 -0.17 -0.10
H 6.29304 0.69226 -3.57725 0.03 0.00 -0.01
H 2.58982 -0.36389 -0.34368 -0.10 -0.23 0.18
H 2.82719 -1.83386 -0.89645 0.16 -0.08 0.35
C 1.09833 -0.42846 -5.70715 0.23 0.28 0.27
C 1.30439 0.27487 -4.37327 0.15 -0.99 0.77
C 0.79843 1.68969 -4.31286 0.16 0.00 -0.03
O 1.49791 2.47977 -5.25776 0.10 -0.21 -0.24
C 0.94846 3.75678 -5.33863 -0.19 0.51 -0.03
N 0.62488 -0.47750 -3.28852 0.01 0.21 -0.18
H 1.37897 -1.47777 -5.59149 -0.12 -0.06 -0.08
H 1.77205 0.01711 -6.44011 -0.22 0.01 -0.20
H 0.05589 -0.35624 -6.02194 0.02 -0.06 -0.11
H 2.38816 0.24691 -4.17039 -0.05 0.45 -0.09
H 0.97197 2.09344 -3.30906 -0.17 0.04 0.03
H -0.27970 1.68717 -4.54484 0.07 0.03 0.10
H -0.06921 3.72812 -5.76516 0.08 0.00 0.08
H 1.57230 4.36792 -5.99264 0.04 -0.08 -0.02
H 0.90026 4.24550 -4.35667 0.00 -0.08 0.00
H 0.73662 0.06590 -2.41607 0.14 -0.09 -0.38
H 1.15603 -1.33079 -3.12011 -0.19 0.21 -0.12
C -3.72706 -1.77280 3.08422 -0.60 -0.49 -0.29
C -3.71224 -1.53992 1.57278 1.22 0.11 0.78
C -4.94334 -0.85154 1.08363 -0.17 0.00 -0.74
O -6.07685 -1.67091 1.27014 -0.33 0.06 0.10
C -7.27861 -0.99107 0.97414 0.36 0.10 -0.06
N -2.52430 -0.71955 1.27424 -0.38 -0.04 0.31
H -2.81791 -2.30739 3.35610 0.11 0.25 0.24
H -4.57640 -2.40101 3.37288 0.07 0.02 -0.11
H -3.84584 -0.83039 3.62350 0.32 0.05 0.01
H -3.59576 -2.52384 1.10324 -0.21 0.06 -0.21
H -4.80215 -0.66631 0.00333 -0.18 0.14 0.12
H -5.03234 0.12946 1.57580 -0.18 -0.11 0.10
H -7.21962 -0.50507 -0.00994 -0.03 -0.01 0.07
H -7.47601 -0.22411 1.73408 -0.10 -0.01 -0.08
H -8.08815 -1.71556 0.95347 -0.03 -0.06 0.10
H -2.37589 -0.04418 2.02620 0.00 0.16 -0.23
H -2.60971 -0.18535 0.40660 0.00 -0.15 0.04
C -2.83251 3.46480 3.38557 -0.02 0.55 1.20
C -1.62757 2.65184 3.80616 0.60 -0.80 -0.71
C -1.92836 1.81711 5.03827 -0.31 1.07 0.03
O -0.77792 1.11563 5.42031 0.11 -0.19 -0.11
C -1.03568 0.15458 6.39703 0.38 -0.50 0.64
N -1.26912 1.74701 2.70521 -0.42 0.05 0.15
H -2.57970 4.13681 2.57044 -0.18 -0.25 -0.35
H -3.13035 4.11620 4.22402 0.04 -0.07 -0.15
H -3.68538 2.81452 3.19337 0.05 0.01 -0.45
H -0.77505 3.31322 4.02456 -0.20 0.09 0.24
H -2.78575 1.15830 4.83737 0.16 -0.18 -0.04
H -2.21941 2.51389 5.84777 -0.05 -0.24 0.00
H -1.59105 0.56167 7.25488 -0.15 0.04 -0.20
H -0.08218 -0.19934 6.80393 0.00 0.12 -0.22
H -1.55186 -0.73020 6.00101 -0.19 0.19 -0.06
H -0.94124 2.26373 1.88604 0.07 -0.07 0.07
H -0.49974 1.13136 2.94601 0.01 0.15 0.16
C -0.84046 -4.09780 0.31896 0.03 0.02 0.99
C 0.06564 -3.13468 -0.42187 0.06 -0.17 0.02
C 0.77125 -3.85035 -1.56126 -1.16 -0.28 -0.61
O 1.72467 -2.99980 -2.14605 0.29 -0.23 0.40
C 2.65097 -3.65218 -2.96644 0.42 -0.17 -0.40
N -0.70333 -1.96713 -0.84751 0.87 0.64 -0.13
H -0.35642 -5.06321 0.48980 -0.10 -0.03 -0.21
H -1.81644 -4.23095 -0.15036 0.13 -0.15 -0.30
H -1.04975 -3.70474 1.32069 -0.03 0.11 -0.14
H 0.86116 -2.79363 0.25228 -0.07 -0.01 0.03
H 0.01796 -4.12013 -2.33112 0.12 0.01 0.14
H 1.19317 -4.80355 -1.21531 0.37 0.23 0.10
H 3.51672 -2.99810 -3.09029 -0.11 0.07 -0.02
H 2.24078 -3.87222 -3.96108 -0.07 -0.03 0.08
H 3.01325 -4.58707 -2.52012 -0.12 0.04 0.04
H -0.36183 -1.60535 -1.73756 -0.28 0.02 0.01
H -1.69439 -2.14236 -0.92338 -0.03 -0.04 0.01
C 0.54466 -1.81017 3.62674 0.81 -0.60 0.00
C 1.51268 -0.63706 3.46614 -1.15 0.16 -0.58
C 2.93024 -1.03760 3.76173 0.04 -0.39 0.34
O 3.71418 0.11144 3.92855 -0.18 0.19 -0.15
C 5.07755 -0.17300 3.92296 0.34 0.08 0.27
N 1.37300 -0.05102 2.11061 -0.28 0.00 0.36
H 0.73212 -2.58355 2.86882 -0.15 0.31 -0.22
H -0.48183 -1.46229 3.55192 -0.09 -0.09 0.02
H 0.74329 -2.34460 4.56587 -0.36 0.32 0.14
H 1.17250 0.13665 4.16244 0.33 -0.05 0.14
H 3.30456 -1.66514 2.93585 0.04 0.12 -0.02
H 2.97359 -1.65366 4.67974 0.00 0.07 -0.07
H 5.37868 -0.66877 2.99333 0.07 -0.03 0.02
H 5.35404 -0.80090 4.78602 0.01 -0.09 -0.15
H 5.60897 0.77237 4.02299 0.02 0.00 -0.11
H 1.61098 0.94121 2.15364 0.23 -0.10 -0.37
H 2.05802 -0.48140 1.48970 0.01 0.01 0.04
```
Forces are in eV/Å.

Calculated values
Total charge: -1
HOMO (Ha): -0.1689
HOMO-LUMO gap (eV): 7.001